(1)
Below is C18H21ClN5O10S2Sc as an isolated structure, with properties calculated with the ωB97M-V functional and the def2-TZVPD basis.

Atoms and positions in Å:
1 Sc -0.4106 0.1168 -0.4997
2 N -0.6128 1.6000 -2.4878
3 C -1.1050 2.9690 -2.6913
4 C -2.3202 3.2568 -1.8187
5 C -1.9189 3.5438 -0.3769
6 N -1.6102 2.3070 0.3562
7 H 0.3030 1.4879 -2.9193
8 H -1.2464 0.9456 -2.9289
9 H -1.3539 3.1477 -3.7419
10 H -0.2987 3.6451 -2.4209
11 H -2.9878 2.3876 -1.8298
12 H -2.8682 4.1139 -2.2207
13 H -2.7171 4.1050 0.1201
14 H -1.0241 4.1671 -0.3618
15 H -2.4671 1.9008 0.7067
16 H -1.0247 2.5324 1.1518
17 O -5.1182 -1.4210 3.9712
18 C -4.8367 -1.4171 2.6206
19 O -5.7210 -1.7121 1.8691
20 C -3.4521 -1.0509 2.3042
21 C -2.3495 -1.1237 3.1845
22 N -1.2278 -0.7544 2.5927
23 N -1.5510 -0.4171 1.3326
24 C -2.8662 -0.5955 1.1264
25 C -3.3442 -0.2206 -0.2442
26 O -4.5085 0.0438 -0.4801
27 O -2.3609 -0.1395 -1.0926
28 H -4.3324 -1.1308 4.4447
29 H -2.3080 -1.4863 4.2067
30 H 0.6602 -0.3871 2.9197
31 S 1.3261 -1.7868 0.5416
32 C 2.6948 -1.7655 1.6403
33 C 3.6944 -2.7275 1.3773
34 C 4.8570 -2.8384 2.1189
35 C 5.0923 -1.9616 3.1720
36 C 4.1221 -1.0205 3.4737
37 C 2.9290 -0.9257 2.7506
38 S 1.7653 0.2600 3.3487
39 H 3.5239 -3.3889 0.5352
40 H 5.5821 -3.6091 1.8755
41 H 6.0020 -2.0212 3.7587
42 H 4.2672 -0.3418 4.3083
43 O -0.7092 -2.7357 -1.6969
44 C 0.1439 -2.2291 -2.3973
45 C 0.8976 -2.9439 -3.5117
46 C 1.9457 -1.9170 -3.9261
47 C 1.4673 -0.6301 -3.2575
48 O 1.9016 0.4769 -3.5552
49 N 0.5075 -0.9081 -2.3302
50 H 0.1901 -3.1622 -4.3135
51 H 1.2987 -3.8855 -3.1404
52 H 2.0448 -1.7588 -4.9986
53 H 2.9329 -2.1483 -3.5211
54 O 3.0947 2.6417 0.5377
55 Cl 1.7151 2.7353 0.1955
56 O 1.5356 3.4682 -1.0305
57 O 1.2005 1.3632 -0.0071
58 O 0.9556 3.3463 1.2593

## Properties
Orbital gap: 6.20 eV
Energy relative to the best compared isomer or geometry (same formula, charge and spin): 37.5 kcal per mole
Calculated total energy: -101828.16496 eV
HOMO level: -1.6 eV
Maximum force: 0.0113 hartree/bohr
Net charge: -2
Molecular weight: 611.9 g mol⁻¹

=====

(2)
Below is C11H7N2O6Y as an isolated structure in a non-equilibrium geometry, with properties calculated with the ωB97M-V functional and the def2-TZVPD basis.

Atoms and positions in Å:
1 O -0.2282 -3.3089 -2.0696
2 C -0.8236 -2.4057 -1.5653
3 Y -1.6980 -0.6789 -0.5828
4 C -3.1986 0.6326 0.1501
5 O -3.8926 1.4523 0.6037
6 C -3.9073 -1.9705 -1.3424
7 O -4.9225 -1.4161 -1.1500
8 C -2.2048 -2.0089 1.0484
9 O -2.3296 -2.6945 2.0274
10 C -2.1694 0.0471 -2.5774
11 O -2.2759 0.5502 -3.6606
12 H -3.5789 -2.9311 -1.7725
13 N 4.4468 0.6519 1.9703
14 C 3.2688 -0.1086 1.6403
15 O 3.1656 -1.3119 1.9635
16 C 2.1614 0.6113 0.8863
17 C 2.1577 1.9110 0.4851
18 C 1.1185 2.4648 -0.1949
19 C 0.0087 1.6509 -0.4922
20 N 0.0173 0.4088 -0.1045
21 C 1.0146 -0.1511 0.5597
22 H 5.1061 0.1331 2.4451
23 H 4.5564 1.5579 1.7406
24 H 3.0368 2.5659 0.7150
25 H 1.1128 3.5134 -0.5190
26 H -0.8619 2.0908 -1.0568
27 H 0.9198 -1.2558 0.8525

## Properties
Orbital gap (alpha / beta): 6.32 / 5.94 eV
Energy relative to the best compared isomer or geometry (same formula, charge and spin): 61.3 kcal per mole
Calculated total energy: -27805.97633 eV
HOMO level (alpha / beta): -15.7 / -16.0 eV
Maximum force: 0.2370 hartree/bohr
Net charge: +2
Molecular weight: 352.1 g mol⁻¹

=====

(3)
Below is one molecule with the formula C17H25N3O5S in a non-equilibrium geometry, with properties calculated with the ωB97M-V functional and the def2-TZVPD basis.

Atoms and positions in Å:
1 C -0.8783 -4.0167 0.8127
2 O -0.7428 -2.6764 0.0494
3 C 0.3672 -2.2376 -0.2337
4 C 1.5665 -2.9320 -0.0289
5 C 2.6569 -2.1715 -0.1527
6 C 2.5558 -1.0124 -0.7117
7 S 4.1671 0.1115 -1.3242
8 O 3.9405 0.6520 -2.6477
9 O 5.2784 -0.8781 -1.1058
10 N 4.3395 1.0390 -0.1373
11 C 3.5190 2.2972 -0.1499
12 C 2.4080 2.2904 0.6603
13 O 2.8076 1.9799 2.1462
14 C 3.3834 0.8260 2.2246
15 C 4.5889 0.8176 1.4541
16 C 1.4116 -0.3075 -1.3631
17 C 0.2030 -0.9456 -0.9866
18 N -0.9672 -0.5029 -1.1987
19 C -1.3887 1.0603 -1.3496
20 O -0.6234 1.8512 -1.4735
21 C -2.8031 0.8992 -1.6731
22 N -3.4093 1.6405 -0.2852
23 C -4.8533 1.8449 -0.6030
24 C -5.5758 0.3712 -0.2341
25 C -4.6780 -0.2892 0.6550
26 C -3.4330 0.6969 0.8167
27 H -0.2761 -4.7969 0.1308
28 H -0.6007 -3.8942 1.7685
29 H -1.9570 -4.2196 0.7859
30 H 1.6292 -3.6055 0.5382
31 H 3.8092 -2.6404 0.0832
32 H 3.2407 2.6898 -1.1387
33 H 4.2768 3.1020 0.1551
34 H 1.8975 3.2770 1.1962
35 H 1.7948 1.4881 0.4728
36 H 3.8748 0.4373 3.3245
37 H 2.7108 -0.0393 1.7253
38 H 5.1061 -0.2735 1.1578
39 H 5.3996 1.3248 1.6440
40 H 1.4445 0.5552 -1.7236
41 H -1.8340 -1.1644 -0.9683
42 H -3.2841 -0.0213 -1.9556
43 H -2.9035 2.0420 -2.3286
44 H -5.1115 2.3031 -1.3092
45 H -5.0265 2.5850 0.3097
46 H -6.5943 0.6444 0.3066
47 H -5.7237 0.1828 -1.3157
48 H -5.1291 -0.6535 1.3941
49 H -4.4803 -1.1395 0.1447
50 H -2.5468 0.0936 0.9940
51 H -3.5567 1.3151 1.4478

## Properties
SMILES string: COc1ccc(S(=O)(=O)N2CCOCC2)cc1NC(=O)CN1CCCC1
Orbital gap: 7.67 eV
Energy relative to the best compared isomer or geometry (same formula, charge and spin): 446.8 kcal per mole
Calculated total energy: -43559.16651 eV
HOMO level: -7.4 eV
Maximum force: 0.3422 hartree/bohr
Molecular weight: 383.5 g mol⁻¹

=====

(4)
Below is an isolated ion of composition C7H10BrN2O and charge +1, with properties calculated with the ωB97M-V functional and the def2-TZVPD basis.

Atoms and positions in Å:
1 C 2.5438 0.7565 1.2469
2 C 2.2548 -0.3708 0.2526
3 C 1.3692 -0.0161 -0.9509
4 Br 1.7212 1.7473 -1.6780
5 C -0.0927 -0.1385 -0.6246
6 C -0.8464 0.8925 -0.0037
7 C -2.1542 0.6968 0.2784
8 C -2.7135 -0.5346 -0.0688
9 O -3.9771 -0.8688 0.1904
10 N -1.9213 -1.4438 -0.6214
11 N -0.6348 -1.2944 -0.9170
12 H 3.4342 1.3134 0.9569
13 H 2.7281 0.3409 2.2374
14 H 1.7269 1.4770 1.3246
15 H 1.7853 -1.2092 0.7757
16 H 3.1939 -0.7529 -0.1502
17 H 1.5825 -0.6898 -1.7771
18 H -0.3665 1.8366 0.2210
19 H -2.7777 1.4467 0.7456
20 H -4.5518 -0.8308 -0.5898
21 H -2.3039 -2.3579 -0.8479

## Properties
SMILES string: CC[C@H](Br)c1ccc(O)[nH+]n1
Orbital gap: 8.60 eV
Energy relative to the best compared isomer or geometry (same formula, charge and spin): 0.0 kcal per mole
Calculated total energy: -82483.99640 eV
HOMO level: -13.7 eV
Maximum force: 0.0125 hartree/bohr
Net charge: +1
Molecular weight: 218.1 g mol⁻¹